Entry 1:
A molecular structure, C42H50Cl3F5NO2P2S2ScSeSiTe, computed with wB97M-V/def2-TZVPD.

- HOMO energy: -0.2832 Eh
- Spin multiplicity: 1
- Relative energy (zero: lowest compared OMol25 entry of this formula, charge and spin): 0.0 kJ/mol
- Strongest force on any atom: 0.0034 Eh/bohr
- HOMO-LUMO gap: 7.695 eV
- DFT total energy: -242578.0226 eV

Each line ends with the Mulliken charge.
Geometry (Å):
Sc 0.332714 -0.429382 0.053081  0.24
Cl 1.321179 -3.061443 0.173909  -0.08
C 2.702343 -3.223671 -0.960604  -0.23
Cl 3.485905 -1.672603 -1.179770  -0.03
H 2.304413 -3.565921 -1.909329  -0.05
H 3.396315 -3.922246 -0.509921  0.53
Cl -3.121502 1.555809 -1.651418  -0.19
C -2.263834 1.868386 -3.129257  1.12
C -2.996315 1.898525 -4.303827  -0.77
C -2.349428 2.166843 -5.500037  -0.64
C -0.982600 2.400721 -5.506111  -0.88
C -0.267695 2.369164 -4.318006  -0.55
C -0.892154 2.099863 -3.100943  -0.53
P 0.028520 2.091005 -1.507955  1.59
C -0.409025 3.716743 -0.809578  0.52
C -1.025177 4.729504 -1.535941  -0.66
C -1.293868 5.954593 -0.937328  -0.77
C -0.938292 6.179843 0.382414  -1.06
C -0.322256 5.174170 1.117249  -0.45
C -0.074393 3.945535 0.526497  -0.69
C 1.736924 2.328560 -2.103606  0.43
C 2.417472 3.534714 -1.997501  -0.68
C 3.728175 3.634516 -2.446767  -0.67
C 4.359917 2.535361 -3.009671  -0.84
C 3.678820 1.329382 -3.126512  -0.60
C 2.377822 1.225224 -2.666930  0.56
H -4.061704 1.715428 -4.271260  0.51
H -2.915557 2.191024 -6.422431  0.39
H -0.467970 2.610487 -6.434464  0.41
H 0.796701 2.558281 -4.338515  0.49
H -1.297179 4.571146 -2.571739  0.40
H -1.776285 6.735361 -1.510928  0.42
H -1.145415 7.137180 0.843261  0.38
H -0.046465 5.345879 2.150281  0.65
H 0.377345 3.146911 1.104139  0.33
H 1.937384 4.395508 -1.553986  0.42
H 4.253301 4.576358 -2.352212  0.44
H 5.380495 2.618549 -3.361249  0.37
H 4.153598 0.464243 -3.573076  0.50
H 1.854341 0.281204 -2.785003  -0.39
F 2.696902 4.881069 5.268848  -0.32
C 2.670685 3.911202 4.356819  0.64
C 2.564290 2.588764 4.745215  0.44
F 2.490457 2.281157 6.041413  -0.34
C 2.531743 1.592197 3.785952  0.16
F 2.462476 0.333418 4.223231  -0.39
C 2.568325 1.864166 2.424961  0.08
Se 2.621621 0.469963 1.113417  -0.48
C 2.737012 3.199497 2.073409  0.08
F 2.891168 3.550159 0.794364  -0.23
C 2.769060 4.216232 3.011973  0.25
F 2.903163 5.488614 2.629733  -0.40
C -2.204899 3.604693 3.542266  -1.07
Te -2.902394 2.670625 1.750570  0.41
C -4.288730 1.393767 2.746687  -1.13
H -2.803076 3.220887 4.366158  0.49
H -2.334938 4.680428 3.465112  0.38
H -1.160042 3.355883 3.714626  0.14
H -3.764396 0.648320 3.341255  0.24
H -4.870221 0.888723 1.977216  0.33
H -4.956888 1.982230 3.370143  0.49
C -2.992079 -1.504502 -5.219763  -1.38
C -1.485908 -1.473823 -5.365339  1.76
C -1.010264 -1.575452 -6.799234  -1.58
O -0.982407 -2.627927 -4.632218  -0.06
P 0.201094 -2.454927 -3.572274  0.31
S 1.904755 -1.982912 -4.343249  -0.45
S -0.572273 -1.136801 -2.194592  0.45
O 0.273873 -3.903710 -2.926484  -0.56
C -0.797181 -4.860552 -2.642746  0.64
C -0.857039 -5.836363 -3.799716  -1.53
C -2.138425 -4.236733 -2.323002  -0.61
H -3.439961 -0.698046 -5.802994  0.46
H -3.277754 -1.384518 -4.174005  0.10
H -3.381754 -2.456236 -5.585982  0.40
H -1.083535 -0.567398 -4.905634  -0.63
H -1.408287 -2.477913 -7.266499  0.35
H 0.078167 -1.608121 -6.831894  0.32
H -1.353037 -0.709619 -7.369204  0.39
H -0.424594 -5.365024 -1.748548  0.36
H -1.197069 -5.326307 -4.701455  0.21
H -1.556475 -6.641288 -3.566488  0.45
H 0.124374 -6.269002 -3.990952  0.36
H -2.596325 -3.793725 -3.205313  0.12
H -2.054416 -3.478075 -1.547539  -0.31
H -2.792866 -5.027861 -1.952273  0.61
C -2.115701 -1.953080 4.057353  -1.22
Si -0.622692 -1.208132 3.204921  -0.16
C -0.499141 0.545052 3.837345  0.40
C 0.877429 -2.229663 3.639925  -1.01
N -0.875226 -1.166188 1.446165  0.99
C -1.974335 -1.966725 1.024312  -0.01
C -3.104228 -1.385721 0.449464  0.47
C -4.207482 -2.157760 0.114527  -0.92
C -4.211743 -3.522087 0.365316  -0.59
C -3.085913 -4.115084 0.918676  -0.93
C -1.969517 -3.352055 1.224947  -0.22
H -2.072794 -1.689280 5.118370  0.47
H -2.149428 -3.040050 3.984390  0.36
H -3.053003 -1.564717 3.651196  0.32
H -0.030994 0.575847 4.823548  0.44
H -1.503980 0.964365 3.920937  0.10
H 0.061056 1.192258 3.160712  -0.78
H 1.064686 -2.173448 4.715729  0.39
H 1.769970 -1.876154 3.122948  0.12
H 0.722415 -3.280542 3.381756  0.34
H -3.105816 -0.313078 0.295901  0.02
H -5.075004 -1.685432 -0.330672  0.45
H -5.080566 -4.119823 0.121387  0.39
H -3.072555 -5.181710 1.108428  0.40
H -1.095035 -3.822106 1.659690  0.32

Cartesian forces, eV/Å:
Sc -0.047 -0.026 -0.074
Cl 0.075 0.026 0.017
C -0.018 -0.023 0.018
Cl 0.089 -0.006 0.004
H 0.007 0.012 -0.009
H 0.003 -0.008 0.005
Cl 0.027 0.004 -0.055
C -0.096 -0.012 -0.027
C 0.010 0.012 -0.008
C 0.029 -0.009 0.011
C -0.051 -0.026 -0.007
C 0.072 -0.002 0.014
C -0.026 0.003 0.066
P 0.063 -0.012 -0.107
C 0.026 -0.043 0.167
C -0.002 0.033 -0.008
C 0.012 -0.035 -0.056
C 0.007 0.013 0.058
C -0.005 0.004 -0.032
C -0.022 -0.023 -0.080
C 0.008 -0.007 0.089
C 0.038 0.000 -0.090
C -0.022 -0.016 -0.003
C -0.019 -0.009 -0.010
C 0.030 0.039 0.010
C -0.071 -0.037 -0.025
H 0.006 -0.005 0.003
H 0.001 0.005 0.002
H 0.004 0.001 0.005
H -0.006 -0.010 0.002
H 0.003 -0.011 -0.005
H -0.009 -0.004 0.008
H 0.008 -0.003 -0.001
H 0.011 -0.008 -0.004
H -0.007 0.001 0.023
H -0.017 0.040 0.010
H 0.008 -0.007 -0.002
H -0.001 -0.001 0.007
H -0.003 0.008 -0.001
H 0.015 0.026 0.000
F -0.003 0.007 0.009
C 0.004 -0.004 0.017
C -0.011 0.000 -0.010
F 0.002 -0.001 0.006
C -0.002 -0.032 0.034
F -0.009 -0.009 -0.016
C 0.048 0.036 -0.075
Se 0.046 0.032 0.065
C 0.009 -0.024 0.005
F -0.030 -0.027 0.053
C -0.011 -0.006 -0.004
F 0.010 0.008 -0.016
C 0.037 0.003 0.003
Te -0.051 0.049 -0.001
C -0.025 -0.054 -0.004
H -0.006 0.017 0.006
H -0.001 -0.015 0.017
H -0.005 0.023 0.000
H -0.015 0.028 -0.006
H -0.012 -0.021 0.020
H 0.003 0.004 -0.001
C 0.006 0.054 -0.029
C -0.002 -0.098 -0.043
C 0.004 -0.006 0.025
O 0.061 0.089 0.081
P -0.094 -0.068 0.068
S 0.060 0.041 -0.038
S -0.062 0.020 -0.100
O -0.109 0.027 -0.024
C 0.091 0.021 -0.016
C -0.013 -0.001 0.005
C -0.002 0.010 0.006
H -0.008 -0.018 0.021
H -0.003 0.011 0.016
H 0.001 -0.002 -0.011
H 0.002 0.019 0.029
H 0.012 -0.008 -0.002
H -0.009 -0.011 -0.007
H -0.012 0.003 0.020
H -0.007 -0.018 -0.004
H -0.004 0.002 0.002
H 0.005 0.005 -0.008
H -0.001 -0.003 -0.001
H 0.008 -0.002 -0.015
H -0.008 -0.019 -0.019
H -0.002 0.020 -0.002
C -0.020 -0.028 0.008
Si -0.036 0.068 -0.019
C -0.006 0.037 -0.020
C 0.025 0.006 0.027
N 0.030 0.084 -0.007
C 0.002 -0.116 -0.044
C 0.030 0.018 0.051
C 0.020 0.030 0.003
C -0.041 -0.023 -0.018
C 0.041 0.015 0.038
C -0.151 0.011 -0.009
H 0.007 0.006 -0.008
H -0.016 -0.004 0.003
H 0.013 -0.012 0.005
H 0.002 0.009 0.003
H 0.023 -0.043 0.001
H 0.014 0.019 0.008
H 0.016 -0.012 -0.009
H 0.017 0.002 0.006
H -0.016 0.003 -0.005
H -0.002 -0.053 0.006
H 0.006 0.005 0.004
H 0.004 0.003 0.003
H 0.004 0.005 -0.005
H 0.013 0.007 0.011

---

Entry 2:
A molecular structure, C42H50N3O3ReSSbSe in a non-equilibrium geometry, computed with wB97M-V/def2-TZVPD.

- Total charge: +2
- HOMO energy (spin up / spin down): -0.4959 / -0.4967 Eh
- Spin multiplicity: 2
- Strongest force on any atom: 0.0275 Eh/bohr
- HOMO-LUMO gap (spin up / spin down): 5.703 / 6.718 eV
- Expectation value of S²: 1.221
- DFT total energy: -139813.3382 eV

Each line ends with the Mulliken charge.
Geometry (Å):
Re 0.733265 -0.160391 1.203664  1.39
C 3.172016 0.464651 3.095138  -0.98
O 2.135352 1.099518 2.268767  -0.23
C 1.491779 2.212116 2.954600  -0.31
C 0.269775 1.702463 3.637335  -0.75
O -0.526503 1.107181 2.606975  0.40
C -1.824657 0.670015 3.083073  -0.77
H 2.720000 -0.021321 3.957331  0.44
H 3.868462 1.239540 3.404910  0.29
H 3.679912 -0.262332 2.476036  0.32
H 1.237647 2.941438 2.191491  -0.24
H 2.189942 2.659677 3.657770  0.63
H -0.274676 2.532562 4.091189  0.57
H 0.489508 0.957301 4.405626  0.42
H -2.353229 1.533523 3.480926  0.37
H -1.699227 -0.091805 3.848030  0.06
H -2.364437 0.267600 2.233805  0.17
C -3.349454 -4.282163 2.914564  -0.98
C -1.975578 -4.797026 3.316362  -0.70
N -1.010074 -3.714049 3.645096  0.05
C -0.684264 -3.545866 5.077995  -0.83
C -1.799163 -2.861015 5.848885  -0.79
C -0.488200 -2.981278 2.679925  0.66
S 0.582463 -1.669001 3.114792  -0.54
N -0.766941 -3.352561 1.422692  -0.21
C -0.790455 -2.611787 0.366902  -0.55
O -0.674792 -1.298913 0.315258  0.55
C -1.027743 -3.290308 -0.926887  0.40
C -0.499308 -2.778869 -2.110860  0.52
C -0.694184 -3.457087 -3.304964  -0.95
C -1.452957 -4.621064 -3.325258  -0.59
C -2.001644 -5.120873 -2.149802  -0.84
C -1.777036 -4.466951 -0.950445  -0.34
H -3.987721 -5.124828 2.644255  0.38
H -3.287760 -3.616852 2.052964  0.17
H -3.831815 -3.748278 3.733961  0.35
H -1.540724 -5.399732 2.522761  0.42
H -2.047837 -5.411678 4.211033  0.46
H 0.242781 -2.994752 5.167739  0.41
H -0.502415 -4.544327 5.471594  0.43
H -1.991693 -1.862760 5.451257  0.08
H -1.514998 -2.765030 6.897595  0.41
H -2.726535 -3.433877 5.809510  0.33
H 0.069975 -1.857684 -2.093169  0.25
H -0.263440 -3.075802 -4.223236  0.50
H -1.623135 -5.139579 -4.262004  0.44
H -2.600188 -6.022852 -2.171266  0.46
H -2.178915 -4.859080 -0.024754  0.41
Se 2.350253 -1.569244 0.185485  0.14
C 3.857028 -0.664028 -0.521258  0.83
C 4.199421 0.649487 -0.226284  0.23
C 5.364349 1.145598 -0.791111  -0.80
N 6.151712 0.443525 -1.615581  -0.54
C 5.790357 -0.812108 -1.893893  -0.58
C 4.661587 -1.424335 -1.359128  -0.70
H 3.585837 1.274528 0.408920  0.10
H 5.682135 2.160273 -0.574970  0.41
H 6.437340 -1.361389 -2.568770  0.40
H 4.431482 -2.459024 -1.587262  0.48
C -1.164937 3.525318 -3.361933  -1.41
C -1.481433 3.878145 -1.924303  0.32
C -2.268762 5.009353 -1.683980  -0.89
C -2.609151 5.408753 -0.402274  -0.89
C -2.148137 4.689448 0.694246  -0.92
C -1.366430 3.565576 0.483026  -0.95
C -1.038690 3.148343 -0.809330  2.12
Sb 0.051705 1.344473 -1.032685  0.46
C -1.243729 0.366231 -2.388816  2.11
C -0.852074 0.071230 -3.691840  -0.76
C -1.727837 -0.545255 -4.573735  -0.98
C -3.001976 -0.877894 -4.145814  -1.02
C -3.403110 -0.551990 -2.858599  -0.68
C -2.549351 0.087152 -1.963103  0.32
C -3.091780 0.486320 -0.614834  -1.54
C 1.817947 1.939736 -2.048560  1.07
C 2.367465 1.107424 -3.029712  -0.73
C 3.499345 1.484751 -3.735718  -1.20
C 4.100015 2.702322 -3.453528  -0.80
C 3.580933 3.512760 -2.455276  -0.83
C 2.448173 3.150830 -1.724692  0.64
C 1.975013 4.094315 -0.643801  -0.90
H -1.112994 4.431673 -3.964641  0.60
H -1.942797 2.888460 -3.790208  0.36
H -0.212832 3.006249 -3.475248  0.06
H -2.611495 5.592446 -2.532859  0.51
H -3.230084 6.284430 -0.257933  0.40
H -2.395987 5.005214 1.701397  0.46
H -1.004997 3.004683 1.334783  0.45
H 0.124408 0.342323 -4.054944  0.33
H -1.413265 -0.758754 -5.588773  0.53
H -3.690521 -1.376708 -4.815805  0.44
H -4.413871 -0.782873 -2.539095  0.47
H -4.010535 -0.058575 -0.394091  0.54
H -3.319804 1.554664 -0.581819  0.34
H -2.380008 0.268994 0.180983  -0.22
H 1.938887 0.137112 -3.235175  0.49
H 3.907238 0.831933 -4.498438  0.51
H 4.990455 3.007333 -3.989697  0.41
H 4.069679 4.454993 -2.224458  0.50
H 2.823685 4.607268 -0.189914  0.60
H 1.430330 3.577333 0.144890  -0.79
H 1.298628 4.855377 -1.038955  0.36

Cartesian forces, eV/Å:
Re 0.391 -1.326 -0.302
C -0.143 0.262 -0.112
O 0.134 -0.036 0.259
C 0.303 -0.045 -0.131
C -0.263 0.062 0.102
O -0.428 -0.190 -0.116
C 0.147 0.076 0.000
H -0.034 0.008 0.020
H 0.018 0.019 -0.001
H 0.006 -0.071 -0.091
H -0.012 0.026 -0.110
H 0.076 -0.018 0.020
H -0.089 -0.006 0.007
H 0.027 -0.036 0.022
H -0.014 0.057 0.006
H 0.014 -0.041 0.055
H 0.012 -0.031 -0.053
C -0.010 0.041 0.025
C 0.103 0.166 0.034
N -0.089 -0.098 0.182
C -0.176 -0.036 -0.229
C -0.045 -0.002 0.023
C 0.062 0.085 0.148
S 0.035 0.158 0.129
N -0.015 -0.014 0.153
C -0.061 0.129 -0.478
O -0.009 -0.060 0.354
C -0.061 0.083 0.106
C 0.044 -0.036 0.008
C 0.024 0.011 0.067
C -0.004 0.016 -0.016
C -0.006 0.013 0.014
C 0.039 -0.112 -0.005
H 0.037 0.026 0.022
H 0.005 -0.027 0.003
H 0.018 -0.001 -0.029
H 0.047 -0.010 -0.040
H 0.017 -0.023 -0.005
H 0.120 0.054 -0.029
H 0.006 -0.057 -0.008
H -0.003 -0.019 0.019
H -0.006 0.004 -0.052
H 0.038 0.027 -0.001
H -0.024 -0.127 0.014
H -0.032 -0.015 0.078
H 0.032 0.029 0.066
H 0.032 0.035 0.007
H -0.006 0.025 -0.053
Se -0.495 0.239 0.068
C 0.051 0.058 0.087
C 0.070 -0.047 -0.076
C 0.215 -0.116 -0.195
N -0.413 -0.196 0.189
C 0.111 0.265 0.039
C 0.147 0.080 -0.010
H 0.041 -0.022 -0.057
H 0.000 -0.043 -0.034
H 0.004 0.026 0.030
H 0.017 0.076 -0.008
C -0.035 0.001 0.163
C 0.041 -0.016 0.032
C 0.050 -0.022 -0.020
C 0.009 -0.032 0.035
C -0.003 0.022 -0.029
C -0.028 0.037 -0.144
C -0.126 0.123 -0.059
Sb 0.067 0.648 0.041
C -0.041 0.001 -0.059
C -0.170 0.044 -0.062
C 0.043 0.065 0.008
C -0.053 0.013 0.055
C -0.065 -0.028 -0.065
C -0.031 -0.069 -0.001
C -0.004 0.034 -0.062
C 0.086 0.001 -0.102
C 0.097 0.092 0.161
C -0.050 -0.018 0.011
C 0.014 0.045 0.046
C 0.029 0.014 0.000
C -0.020 0.063 -0.139
C 0.060 -0.075 -0.082
H -0.021 -0.008 0.022
H 0.018 0.003 0.037
H 0.006 0.008 0.045
H 0.006 -0.048 0.057
H 0.047 -0.027 -0.007
H 0.008 -0.018 -0.067
H -0.040 -0.055 0.022
H 0.149 0.056 -0.012
H -0.009 0.010 0.064
H 0.001 0.026 0.013
H 0.050 -0.002 -0.023
H 0.048 0.012 -0.014
H 0.000 -0.023 -0.023
H 0.021 0.019 -0.018
H -0.085 -0.087 0.001
H -0.010 0.028 0.059
H -0.060 0.008 0.007
H -0.029 -0.076 -0.018
H 0.000 -0.010 -0.037
H 0.016 -0.020 0.050
H 0.006 -0.030 -0.002

---

Q: DFT total energy of number 2 (C42H50N3O3ReSSbSe)?
A: -139813.3382 eV

---

Q: Number 2 is which compound?
A: C42H50N3O3ReSSbSe

---

Q: The lowest DFT total energy belongs to which entry?
A: C42H50Cl3F5NO2P2S2ScSeSiTe